No. 1
Here is C35H35BBrGeIKN4O2S2 as an isolated structure from OMol25. Energies are from ωB97M-V/def2-TZVPD.

Geometry as XYZ:
```
83
Properties=species:S:1:pos:R:3
K -0.278 -1.911 0.194
C -3.923 1.188 -0.932
N -3.741 0.387 0.262
C -3.912 0.819 1.565
C -3.639 -0.237 2.357
N -3.308 -1.311 1.553
B -2.836 -2.721 2.051
N -2.411 -2.620 3.548
C -2.964 -3.389 4.557
C -2.276 -3.163 5.693
N -1.294 -2.237 5.377
C -0.277 -1.736 6.276
C -1.369 -1.914 4.055
S -0.329 -0.829 3.262
C -3.384 -0.925 0.257
S -3.146 -1.863 -1.153
H -4.189 2.198 -0.626
H -4.711 0.768 -1.556
H -3.006 1.212 -1.513
H -4.180 1.834 1.801
H -3.620 -0.307 3.430
H -3.734 -3.538 1.982
H -1.885 -3.063 1.405
H -3.801 -4.037 4.363
H -2.388 -3.562 6.687
H -0.569 -1.985 7.295
H -0.188 -0.659 6.163
H 0.693 -2.179 6.050
O 1.929 -1.468 0.440
C 1.848 -0.313 -0.029
O 1.445 -0.025 -1.193
C 2.167 0.872 0.884
C 1.471 2.156 0.429
Ge 1.684 2.603 -1.468
C 0.121 2.494 -2.655
C -0.521 1.290 -2.969
C -1.573 1.255 -3.879
C -2.009 2.421 -4.497
C -1.381 3.624 -4.203
C -0.327 3.655 -3.295
C 2.010 4.576 -1.347
C 3.257 5.136 -1.636
C 3.514 6.490 -1.426
C 2.525 7.319 -0.919
C 1.277 6.786 -0.620
C 1.032 5.434 -0.829
C 3.241 1.999 -2.484
C 3.283 2.325 -3.841
C 4.374 1.983 -4.633
C 5.452 1.308 -4.077
C 5.427 0.972 -2.729
C 4.331 1.314 -1.945
H 3.254 1.006 0.891
H 1.897 0.591 1.904
H 1.809 3.023 0.999
H 0.393 2.061 0.596
H -0.189 0.372 -2.507
H -2.056 0.309 -4.092
H -2.831 2.391 -5.203
H -1.706 4.541 -4.680
H 0.156 4.606 -3.091
H 4.046 4.511 -2.041
H 4.492 6.895 -1.661
H 2.721 8.372 -0.758
H 0.494 7.423 -0.223
H 0.047 5.043 -0.584
H 2.448 2.850 -4.296
H 4.379 2.241 -5.685
H 6.303 1.037 -4.690
H 6.257 0.435 -2.287
H 4.332 1.022 -0.901
Br 1.977 -8.140 2.238
C 0.294 -7.622 1.540
C -0.477 -8.611 0.941
C -1.718 -8.296 0.412
C -2.190 -6.993 0.484
C -1.422 -6.008 1.083
C -0.169 -6.313 1.613
I 0.911 -4.756 2.465
H -0.096 -9.622 0.893
H -2.311 -9.071 -0.057
H -3.157 -6.730 0.073
H -1.801 -4.996 1.145
```

## Properties
E_HOMO in eV: -4.9
Charge: -1
DFT total energy in Eh: -8094.26532
ΔE to the lowest compared entry with this formula, charge and spin in kcal per mole: 0.0
Kohn-Sham gap in eV: 7.0

***

No. 2
Here is C35H35Br2N3O7Sn as an isolated structure from OMol25. Energies are from ωB97M-V/def2-TZVPD.

Geometry as XYZ:
```
83
Properties=species:S:1:pos:R:3
Sn 0.244 -1.118 0.246
O -1.004 -5.499 -1.544
C -0.363 -4.461 -1.009
O -0.912 -3.404 -0.811
C 1.080 -4.743 -0.727
C 1.630 -5.994 -0.977
C 2.983 -6.168 -0.751
C 3.732 -5.104 -0.286
C 3.099 -3.878 -0.087
N 1.801 -3.708 -0.310
C 3.874 -2.624 0.231
O 5.115 -2.770 0.700
O 3.438 -1.543 -0.052
H -1.921 -5.255 -1.735
H 1.012 -6.790 -1.362
H 3.449 -7.121 -0.960
H 4.796 -5.219 -0.138
H 5.208 -3.586 1.207
C 2.533 4.624 -4.591
C 1.006 4.551 -4.507
C 0.505 5.834 -3.828
C 0.442 4.473 -5.934
C 0.529 3.338 -3.715
C 1.370 2.306 -3.340
C 0.868 1.278 -2.566
Br 2.042 -0.176 -2.082
C -0.439 1.210 -2.069
O -0.780 0.285 -1.208
C -1.332 2.196 -2.580
C -0.819 3.213 -3.366
C -2.832 2.067 -2.313
C -3.106 2.105 -0.802
C -3.273 0.722 -2.911
C -3.652 3.182 -2.965
H 2.825 5.565 -5.058
H 2.937 3.811 -5.195
H 2.985 4.580 -3.600
H 0.868 6.712 -4.363
H 0.861 5.881 -2.799
H -0.583 5.881 -3.810
H 0.797 5.316 -6.529
H -0.648 4.492 -5.928
H 0.763 3.549 -6.416
H 2.407 2.267 -3.635
H -1.498 3.965 -3.738
H -2.538 1.330 -0.296
H -4.169 1.950 -0.609
H -2.809 3.072 -0.393
H -2.727 -0.094 -2.444
H -3.064 0.708 -3.982
H -4.340 0.553 -2.757
H -3.386 4.157 -2.554
H -4.711 3.014 -2.766
H -3.518 3.201 -4.047
C -1.962 -1.613 5.671
C -2.469 -1.644 4.261
C -3.733 -1.183 3.912
C -4.135 -1.211 2.588
C -3.216 -1.652 1.649
Br -3.722 -1.735 -0.166
N -2.009 -2.095 1.949
C -1.667 -2.126 3.235
H -2.784 -1.583 6.384
H -1.348 -0.722 5.816
H -1.337 -2.482 5.877
H -4.412 -0.826 4.676
H -5.126 -0.914 2.282
H -0.704 -2.567 3.447
O 2.653 -3.245 3.286
C 2.063 -2.192 3.507
N 1.246 -1.556 2.633
C 0.834 -0.376 3.150
O 0.101 0.398 2.534
C 1.380 -0.225 4.538
C 1.254 0.753 5.501
C 1.882 0.538 6.726
C 2.618 -0.613 6.963
C 2.759 -1.590 5.977
C 2.129 -1.376 4.772
H 0.693 1.658 5.311
H 1.798 1.282 7.507
H 3.094 -0.753 7.924
H 3.343 -2.483 6.151
```

## Properties
E_HOMO in eV: -7.1
Charge: 0
DFT total energy in Eh: -7408.10741
ΔE to the lowest compared entry with this formula, charge and spin in kcal per mole: 29.8
Kohn-Sham gap in eV: 6.4

***

No. 3
Here is C35H35Br2N6O4S3Ti as an isolated structure from OMol25. Energies are from ωB97M-V/def2-TZVPD.

Geometry as XYZ:
```
86
Properties=species:S:1:pos:R:3
Ti -0.030 -0.161 -0.026
C 2.321 2.924 1.208
C 1.136 2.170 1.710
N 1.289 0.931 2.043
N 0.510 0.476 3.094
C -0.129 -0.615 3.068
S -0.488 -1.679 1.721
S -0.769 -1.209 4.628
C -1.662 0.268 5.163
C -3.034 0.504 4.579
C -3.757 -0.458 3.893
C -5.036 -0.175 3.427
C -5.602 1.074 3.632
C -4.881 2.044 4.319
C -3.610 1.757 4.788
C -0.160 2.861 1.881
C -0.327 4.050 2.577
C -1.598 4.580 2.767
C -2.703 3.915 2.259
C -2.556 2.735 1.538
C -1.285 2.229 1.333
O -1.092 1.092 0.612
H 3.114 2.246 0.903
H 2.701 3.501 2.059
H 2.080 3.630 0.415
H -1.014 1.121 4.963
H -1.728 0.164 6.249
H -3.323 -1.435 3.723
H -5.593 -0.941 2.902
H -6.600 1.288 3.274
H -5.316 3.018 4.503
H -3.054 2.512 5.332
H 0.538 4.547 2.997
H -1.723 5.496 3.327
H -3.697 4.310 2.427
H -3.416 2.200 1.157
Br -3.797 -0.586 0.405
C -2.917 -1.683 -0.836
C -3.695 -2.580 -1.558
C -3.085 -3.400 -2.485
C -1.711 -3.310 -2.655
C -1.027 -2.397 -1.888
N -1.606 -1.581 -0.989
C 0.462 -2.251 -1.993
O 1.171 -2.943 -2.659
O 0.869 -1.265 -1.199
H -4.759 -2.619 -1.380
H -3.672 -4.101 -3.063
H -1.159 -3.918 -3.357
Br 3.841 3.737 -4.085
C 2.827 2.765 -2.847
C 1.545 3.176 -2.523
C 0.830 2.416 -1.619
N 1.318 1.311 -1.049
C 2.568 0.932 -1.358
C 3.358 1.633 -2.245
H 1.103 4.056 -2.968
H -0.167 2.709 -1.320
H 2.936 0.047 -0.855
H 4.358 1.294 -2.467
C -4.898 4.256 -1.318
C -4.153 3.728 -2.497
C -4.200 4.237 -3.761
C -3.420 3.606 -4.756
N -2.632 2.576 -4.512
C -2.572 2.075 -3.267
S -1.618 0.769 -2.818
N -3.351 2.659 -2.294
C -3.451 4.097 -6.167
H -5.599 5.027 -1.623
H -4.200 4.683 -0.595
H -5.450 3.456 -0.821
H -4.821 5.090 -3.988
H -3.307 2.222 -1.381
H -4.167 4.903 -6.306
H -3.697 3.268 -6.830
H -2.456 4.444 -6.449
C 3.000 -2.792 2.900
C 3.513 -1.667 2.029
O 2.693 -1.440 0.879
H 3.666 -2.931 3.752
H 2.965 -3.734 2.347
H 2.000 -2.581 3.278
H 4.540 -1.869 1.709
H 3.508 -0.720 2.568
H 2.658 -2.251 0.359
```

## Properties
E_HOMO in eV: -10.7
Charge: +1
DFT total energy in Eh: -9176.21290
ΔE to the lowest compared entry with this formula, charge and spin in kcal per mole: 61.3
Kohn-Sham gap in eV: 7.0